1.
C21H24BCl33O3Si | wB97M-V/def2-TZVPD

Each line ends with the Löwdin charge.
Element x y z (Å)
1 C -4.717 1.874 -4.914  -0.088
2 C -4.335 0.746 -5.085  -0.189
3 Si -3.771 -1.003 -5.314  0.749
4 C -1.992 -1.050 -4.609  -0.277
5 O -1.949 -0.166 -3.479  -0.160
6 C -1.600 -0.747 -2.289  -0.283
7 C -0.775 0.003 -1.452  -0.005
8 C -0.393 -0.480 -0.211  -0.088
9 C -0.796 -1.747 0.212  -0.091
10 C -1.621 -2.506 -0.607  -0.074
11 C -2.026 -1.986 -1.837  -0.028
12 B -5.007 -2.319 -4.464  -0.690
13 O -5.854 -1.948 -3.433  0.118
14 O -5.090 -3.623 -4.888  -0.022
15 C -5.173 -4.571 -3.818  -0.071
16 H -5.286 2.736 -4.695  -0.042
17 H -3.653 -1.333 -6.753  -0.001
18 H -1.627 -2.059 -4.401  0.090
19 H -1.351 -0.654 -5.406  0.084
20 H -0.425 0.994 -1.719  0.067
21 H 0.229 0.118 0.446  0.012
22 H -0.488 -2.179 1.161  0.048
23 H -1.977 -3.495 -0.341  0.104
24 H -2.672 -2.586 -2.476  0.097
25 H -5.440 -1.206 -2.974  0.093
26 H -4.430 -4.347 -3.045  0.081
27 H -4.942 -5.566 -4.203  0.092
28 H -6.160 -4.605 -3.352  0.093
29 Cl 3.123 1.019 -0.031  0.511
30 C 2.634 2.353 1.016  -1.529
31 Cl 2.518 3.858 0.099  0.500
32 Cl 1.097 1.996 1.813  0.568
33 H 3.388 2.481 1.779  -0.073
34 Cl 7.430 -0.361 -1.029  0.537
35 C 7.585 1.164 -0.156  -1.521
36 Cl 6.032 2.004 -0.096  0.482
37 Cl 8.211 0.888 1.472  0.520
38 H 8.290 1.789 -0.688  0.015
39 Cl -0.402 -3.903 3.363  0.536
40 C -0.766 -2.644 4.540  -1.651
41 Cl 0.242 -1.235 4.236  0.528
42 Cl -2.477 -2.215 4.495  0.524
43 H -0.546 -3.013 5.540  -0.178
44 Cl 1.628 2.776 -2.654  0.514
45 C 0.639 3.636 -3.837  -1.517
46 Cl 1.544 3.912 -5.331  0.525
47 Cl -0.849 2.751 -4.167  0.576
48 H 0.375 4.600 -3.420  0.017
49 Cl -0.585 -7.758 6.489  0.574
50 C -1.675 -6.369 6.396  -1.482
51 Cl -0.773 -4.863 6.627  0.583
52 Cl -2.543 -6.364 4.867  0.544
53 H -2.400 -6.451 7.196  0.020
54 Cl -2.460 -11.670 7.675  0.520
55 C -1.563 -11.258 6.212  -1.573
56 Cl -0.170 -12.324 6.009  0.523
57 Cl -2.612 -11.321 4.795  0.522
58 H -1.200 -10.244 6.315  -0.077
59 Cl -4.838 4.110 -6.319  0.609
60 C -5.072 5.860 -6.469  -1.515
61 Cl -6.567 6.221 -7.333  0.530
62 Cl -5.072 6.617 -4.875  0.526
63 H -4.246 6.269 -7.038  0.008
64 Cl 5.686 3.195 2.685  0.520
65 C 5.365 4.484 3.849  -1.515
66 Cl 6.332 5.909 3.470  0.533
67 Cl 3.646 4.881 3.876  0.545
68 H 5.648 4.133 4.833  0.017
69 Cl -0.849 -2.649 10.070  0.534
70 C -1.801 -1.780 8.866  -1.513
71 Cl -0.876 -1.562 7.377  0.560
72 Cl -3.315 -2.625 8.538  0.530
73 H -2.038 -0.801 9.262  0.015
74 Cl -0.445 7.170 -6.657  0.506
75 C 1.162 7.301 -7.373  -1.568
76 Cl 1.060 7.853 -9.045  0.526
77 Cl 2.183 8.379 -6.420  0.523
78 H 1.613 6.317 -7.367  -0.014
79 Cl 9.923 4.607 3.775  0.507
80 C 10.309 6.293 4.118  -1.567
81 Cl 11.318 6.423 5.560  0.525
82 Cl 11.099 7.047 2.733  0.524
83 H 9.382 6.819 4.306  -0.006

Values from the calculation:
Lowest unoccupied orbital energy = 0.21 eV
DFT total energy = -450100.733 eV
Energy above the lowest of the compared OMol25 structures with the same formula, charge and spin = 0.0 kcal per mole
Orbital gap = 8.706 eV
Charge = 0



2.
C21H24BN7PdS | wB97M-V/def2-TZVPD

Each line ends with the Löwdin spin population.
Element x y z (Å)
1 Pd 0.165 -0.006 -0.272  1.472
2 B 2.915 -0.016 2.449  0.224
3 N 1.512 0.001 2.898  0.117
4 C 1.210 -0.006 4.246  0.033
5 C -0.139 0.012 4.375  0.021
6 C -0.607 0.028 3.040  0.090
7 N 0.380 0.021 2.161  0.034
8 N 3.270 -0.012 1.014  0.105
9 C 4.583 -0.017 0.608  0.030
10 C 4.609 -0.006 -0.750  0.018
11 C 3.248 0.005 -1.116  0.076
12 N 2.452 0.000 -0.060  0.068
13 H 3.550 0.882 3.047  0.157
14 H 3.527 -0.937 3.037  0.157
15 H 1.996 -0.021 4.984  0.000
16 H -0.724 0.014 5.278  0.000
17 H -1.633 0.047 2.715  0.005
18 H 5.382 -0.026 1.332  0.000
19 H 5.469 -0.006 -1.397  0.001
20 H 2.825 0.015 -2.101  0.004
21 S -1.779 0.043 -4.515  0.010
22 C -0.085 0.031 -4.757  0.254
23 C 0.652 0.011 -3.583  0.046
24 C -0.118 0.003 -2.423  0.281
25 C -1.506 0.020 -2.808  0.300
26 C -2.580 0.019 -1.865  0.016
27 C -3.921 0.028 -2.261  0.096
28 C -4.912 0.020 -1.295  -0.011
29 C -4.531 0.002 0.032  0.102
30 C -3.168 -0.005 0.347  0.013
31 N -2.210 0.004 -0.559  0.127
32 H 0.297 0.038 -5.770  0.012
33 H 1.728 0.001 -3.621  -0.001
34 H -4.180 0.040 -3.312  0.004
35 H -5.957 0.026 -1.575  -0.002
36 H -5.266 -0.006 0.826  0.005
37 H -2.859 -0.018 1.382  0.000
38 C -0.514 5.343 1.227  0.000
39 C 0.175 4.834 -0.046  -0.001
40 C 0.184 3.370 -0.114  0.001
41 N 0.183 2.225 -0.140  0.069
42 H -0.490 6.430 1.233  0.000
43 H -0.003 4.983 2.118  0.000
44 H -1.553 5.022 1.265  0.000
45 H 1.210 5.174 -0.092  0.000
46 H -0.327 5.208 -0.939  0.000
47 C -0.851 -5.402 -1.025  0.000
48 C 0.180 -4.833 -0.042  -0.001
49 C 0.181 -3.368 -0.033  0.002
50 N 0.178 -2.223 -0.022  0.066
51 H -0.829 -6.488 -0.974  0.000
52 H -0.624 -5.103 -2.047  0.000
53 H -1.857 -5.067 -0.775  0.000
54 H 1.187 -5.165 -0.297  0.000
55 H -0.022 -5.170 0.975  0.000

Values from the calculation:
Lowest unoccupied orbital energy (spin up / spin down) = -6.12 / -8.60 eV
2S+1 = 5
DFT total energy = -47570.913 eV
Energy above the lowest of the compared OMol25 structures with the same formula, charge and spin = 38.9 kcal per mole
Orbital gap (spin up / spin down) = 7.515 / 5.973 eV
Charge = +2



3.
C21H24Cl3INO4RhS | wB97M-V/def2-TZVPD

Each line ends with the Löwdin spin population.
Element x y z (Å)
1 Rh -0.006 0.268 0.386  2.388
2 O 0.204 0.222 2.575  0.086
3 S -1.055 0.442 3.391  0.010
4 C -0.496 1.430 4.779  0.003
5 C -1.451 2.010 5.600  0.000
6 C -1.035 2.780 6.675  0.000
7 C 0.321 2.976 6.903  0.000
8 C 1.264 2.406 6.058  0.000
9 C 0.858 1.627 4.985  0.000
10 C -1.314 -1.103 4.255  0.002
11 C -0.279 -2.017 4.359  0.000
12 C -0.510 -3.214 5.017  0.000
13 C -1.763 -3.485 5.555  0.000
14 C -2.794 -2.565 5.429  0.000
15 C -2.575 -1.367 4.765  0.000
16 H -2.506 1.868 5.402  0.000
17 H -1.768 3.238 7.325  0.000
18 H 0.644 3.586 7.737  0.000
19 H 2.319 2.573 6.231  0.000
20 H 1.571 1.187 4.300  0.000
21 H 0.683 -1.786 3.920  0.000
22 H 0.287 -3.941 5.107  0.000
23 H -1.939 -4.424 6.062  0.000
24 H -3.773 -2.786 5.831  0.000
25 H -3.381 -0.655 4.632  0.000
26 N 2.272 -2.136 0.153  0.000
27 C 2.951 -0.973 0.150  0.005
28 O 2.407 0.116 0.259  0.065
29 C 4.458 -1.125 0.032  0.003
30 I 5.438 0.710 -0.350  0.001
31 H 1.263 -2.109 0.207  0.001
32 H 2.723 -3.013 -0.035  0.000
33 H 4.710 -1.813 -0.772  0.000
34 H 4.852 -1.524 0.964  0.000
35 Cl -3.316 -3.602 0.742  0.001
36 C -3.237 -2.268 -0.442  0.003
37 Cl -2.877 -2.924 -2.041  0.003
38 Cl -4.785 -1.428 -0.487  0.003
39 C -2.106 -1.324 0.062  0.020
40 O -0.940 -1.583 -0.361  0.089
41 O -2.400 -0.440 0.865  0.057
42 C -0.155 3.366 -2.785  0.020
43 C -0.306 1.950 -2.218  0.133
44 C 0.819 1.061 -2.774  0.040
45 C -1.654 1.366 -2.678  0.045
46 C -0.243 1.981 -0.714  0.902
47 H -0.174 3.354 -3.878  0.004
48 H 0.790 3.810 -2.464  0.002
49 H -0.968 4.007 -2.437  0.001
50 H 0.806 1.058 -3.867  0.004
51 H 0.692 0.027 -2.437  0.006
52 H 1.795 1.412 -2.433  0.003
53 H -1.707 1.334 -3.771  0.006
54 H -2.485 1.968 -2.308  0.003
55 H -1.779 0.346 -2.306  0.003
56 H -0.311 2.956 -0.232  0.085

Values from the calculation:
Lowest unoccupied orbital energy (spin up / spin down) = 0.18 / 0.18 eV
2S+1 = 5
DFT total energy = -91354.658 eV
Energy above the lowest of the compared OMol25 structures with the same formula, charge and spin = 1.5 kcal per mole
Orbital gap (spin up / spin down) = 6.570 / 9.114 eV
Charge = 0



4.
C21H24ClN3O2 | wB97M-V/def2-TZVPD

Each line ends with the Löwdin charge.
Element x y z (Å)
1 C 2.776 2.325 1.316  -0.026
2 C 3.388 1.707 0.104  -0.309
3 C 4.171 2.451 -0.774  -0.027
4 C 4.703 1.828 -1.888  -0.057
5 C 4.445 0.482 -2.091  -0.025
6 C 3.656 -0.190 -1.166  -0.281
7 C 3.327 -1.647 -1.333  -0.111
8 C 1.821 -1.847 -1.547  -0.158
9 N 1.079 -1.497 -0.361  0.077
10 C 0.415 -2.423 0.352  -0.472
11 O 0.257 -3.569 -0.027  0.054
12 C -0.271 -1.929 1.630  -0.181
13 C 0.532 -0.929 2.476  -0.120
14 C -0.172 0.431 2.569  -0.079
15 C -0.634 0.898 1.206  -0.466
16 O -0.369 1.991 0.734  0.038
17 N -1.368 -0.029 0.559  -0.049
18 C -1.868 0.209 -0.780  -0.094
19 C -3.371 0.295 -0.781  -0.205
20 C -4.151 -0.670 -1.401  -0.035
21 C -5.532 -0.595 -1.365  -0.102
22 C -6.136 0.454 -0.693  -0.679
23 Cl -7.862 0.554 -0.641  0.668
24 C -5.375 1.426 -0.063  -0.097
25 C -3.997 1.341 -0.111  -0.019
26 C -1.608 -1.303 1.187  -0.093
27 N 3.141 0.418 -0.102  0.143
28 H 2.876 1.656 2.168  0.079
29 H 1.712 2.491 1.136  0.058
30 H 3.244 3.278 1.545  0.078
31 H 4.356 3.497 -0.582  0.109
32 H 5.313 2.381 -2.589  0.107
33 H 4.847 -0.037 -2.947  0.107
34 H 3.623 -2.194 -0.435  0.127
35 H 3.871 -2.055 -2.185  0.112
36 H 1.604 -2.895 -1.767  0.119
37 H 1.482 -1.225 -2.383  0.127
38 H 1.337 -0.597 0.033  0.099
39 H -0.500 -2.829 2.206  0.147
40 H 0.663 -1.323 3.486  0.117
41 H 1.529 -0.786 2.057  0.103
42 H -1.048 0.352 3.217  0.126
43 H 0.494 1.182 2.993  0.114
44 H -1.526 -0.593 -1.441  0.128
45 H -1.432 1.159 -1.105  0.132
46 H -3.678 -1.489 -1.925  0.115
47 H -6.136 -1.345 -1.851  0.105
48 H -5.859 2.240 0.455  0.105
49 H -3.393 2.094 0.373  0.120
50 H -2.268 -1.184 2.056  0.136
51 H -2.109 -1.961 0.475  0.137

Values from the calculation:
Lowest unoccupied orbital energy = 0.74 eV
DFT total energy = -43256.343 eV
Energy above the lowest of the compared OMol25 structures with the same formula, charge and spin = 0.0 kcal per mole
Orbital gap = 9.715 eV
Charge = 0



> The highest charge belongs to which entry?

C21H24BN7PdS



> What is the formula in the first record?

C21H24BCl33O3Si



> Look up the DFT total energy of the second one.

-47570.913 eV



> Which of these has the highest energy above the lowest of the compared OMol25 structures with the same formula, charge and spin?

C21H24BN7PdS